Entry 1:
Molecular formula: C28H24CoN3O2PS
Method: DFT, wB97M-V/def2-TZVPD

* multiplicity: 2
* lowest unoccupied orbital energy (spin up / spin down): 0.277 / 0.290 eV
* highest occupied orbital energy (spin up / spin down): -0.287 / -0.292 Eh
* ΔE to the lowest compared entry with this formula, charge and spin: 20.01 kJ/mol
* <S²>: 0.77

Each line ends with the Mulliken spin population.
Cartesian coordinates (Å):
Co (0.99384, 1.19002, -0.92842)  1.02
S (3.16172, 0.68581, 2.88740)  0.00
C (2.19889, 2.08464, 3.09334)  0.00
C (1.45916, 2.37176, 1.98166)  -0.02
C (1.64793, 1.44810, 0.90719)  0.06
C (2.56287, 0.49342, 1.27431)  -0.05
C (2.89630, -0.60299, 0.38175)  -0.02
C (3.66843, -1.71075, 0.73763)  0.00
C (3.88558, -2.70949, -0.18717)  0.00
C (3.32908, -2.59490, -1.45610)  0.00
C (2.57402, -1.47276, -1.73364)  0.00
N (2.35870, -0.49443, -0.85156)  0.04
H (2.23316, 2.62759, 4.02560)  0.00
H (0.78099, 3.21573, 1.94381)  0.00
H (4.07269, -1.78006, 1.73899)  0.00
H (4.47742, -3.57679, 0.07627)  0.00
H (3.47192, -3.35524, -2.21050)  0.00
H (2.11037, -1.34720, -2.70547)  0.00
O (-1.16680, 4.09604, -1.68580)  0.00
C (-1.18442, 2.90459, -1.41158)  0.01
O (-0.48251, 2.00339, -2.01995)  0.01
C (-2.09327, 2.43624, -0.27728)  -0.02
C (-3.07417, 3.32409, 0.14857)  0.00
C (-3.96407, 2.97879, 1.15326)  0.00
C (-3.87480, 1.73371, 1.75654)  0.00
C (-2.89272, 0.84246, 1.35199)  0.00
C (-2.00035, 1.17936, 0.33726)  -0.02
P (-0.70387, 0.02634, -0.19977)  -0.01
C (-1.52018, -0.98102, -1.48275)  -0.01
C (-0.99248, -1.01150, -2.76843)  0.00
C (-1.59242, -1.77889, -3.75814)  0.00
C (-2.73024, -2.51567, -3.46786)  0.00
C (-3.27299, -2.47978, -2.18903)  0.00
C (-2.67098, -1.71557, -1.20293)  0.00
C (-0.43392, -1.14987, 1.16111)  0.00
C (-0.29503, -0.68120, 2.46859)  0.00
C (0.09202, -1.53902, 3.48519)  0.00
C (0.36305, -2.87288, 3.20763)  0.00
C (0.24307, -3.34412, 1.90924)  0.00
C (-0.15276, -2.48762, 0.89032)  0.00
H (-3.11645, 4.29130, -0.33323)  0.00
H (-4.72466, 3.68206, 1.46734)  0.00
H (-4.56279, 1.45532, 2.54466)  0.00
H (-2.81326, -0.12037, 1.84186)  0.00
H (-0.12728, -0.40491, -3.00385)  0.01
H (-1.17761, -1.79054, -4.75780)  0.00
H (-3.20162, -3.11123, -4.23910)  0.00
H (-4.16751, -3.04547, -1.96238)  0.00
H (-3.09892, -1.69020, -0.20733)  0.00
H (-0.47149, 0.36467, 2.69038)  0.00
H (0.19637, -1.15976, 4.49364)  0.00
H (0.67015, -3.54094, 4.00217)  0.00
H (0.45892, -4.38063, 1.68328)  0.00
H (-0.23511, -2.86581, -0.12083)  0.00
N (1.91802, 3.81308, -1.96143)  0.00
N (2.35647, 2.45977, -1.64310)  -0.01
H (1.72503, 4.24905, -1.06245)  0.00
H (0.97840, 3.69966, -2.34561)  0.00
H (3.11758, 2.54760, -0.97639)  0.00
H (2.79256, 2.10705, -2.49107)  0.00

Atoms 1-6, force components in eV/Å:
-0.15 0.14 0.21
0.01 0.01 -0.01
0.00 -0.02 0.00
-0.04 -0.01 0.00
0.05 -0.06 -0.11
0.01 0.00 0.05

Entry 2:
Molecular formula: C28H24N2O6
Method: DFT, wB97M-V/def2-TZVPD

* lowest unoccupied orbital energy: -0.229 eV
* highest occupied orbital energy: -0.306 Eh
* SMILES: C=CCOc1cccc([C@@H]2/C(=C(\O)c3ccc4c(c3)OCCO4)C(=O)C(=O)N2Cc2cccnc2)c1

Each line ends with the Mulliken charge.
Cartesian coordinates (Å):
C (-7.20323, -3.14826, 0.12914)  -0.93
C (-5.95883, -2.77878, 0.36284)  0.39
C (-4.75566, -3.57469, -0.05445)  -0.73
O (-3.78367, -2.79082, -0.72064)  -0.45
C (-3.02385, -1.91019, -0.01414)  0.26
C (-3.02706, -1.75990, 1.36761)  -0.17
C (-2.19793, -0.82022, 1.95807)  -1.56
C (-1.37123, -0.02328, 1.19385)  -0.43
C (-1.36316, -0.16746, -0.18941)  0.43
C (-0.49189, 0.74330, -1.02835)  -1.12
C (0.92292, 0.76949, -0.50379)  -0.61
C (1.76225, -0.28524, -0.64041)  1.37
O (1.32407, -1.35639, -1.33834)  -0.55
C (3.12851, -0.33954, -0.11074)  -0.10
C (3.41840, 0.04529, 1.19743)  -0.66
C (4.71142, -0.02414, 1.66771)  -0.89
C (5.74205, -0.47751, 0.85099)  0.60
C (5.44973, -0.91595, -0.44624)  0.14
C (4.14782, -0.84401, -0.91544)  -0.50
O (6.40996, -1.42858, -1.27865)  -0.46
C (7.61284, -1.75138, -0.61486)  -0.44
C (8.00285, -0.63070, 0.34701)  -0.46
O (7.01516, -0.48147, 1.34408)  -0.46
C (1.20993, 2.09377, 0.02348)  0.93
O (2.20983, 2.50672, 0.56742)  -0.65
C (-0.02915, 2.93640, -0.28782)  0.37
O (-0.20033, 4.11192, -0.05313)  -0.67
N (-0.91083, 2.12364, -0.91240)  0.20
C (-2.18075, 2.58097, -1.42186)  -1.19
C (-3.34852, 2.03816, -0.64336)  0.60
C (-4.32523, 1.25267, -1.23931)  -0.47
C (-5.36786, 0.76821, -0.46681)  -0.32
C (-5.38401, 1.08545, 0.88181)  -0.55
N (-4.46206, 1.83544, 1.46178)  -0.64
C (-3.47722, 2.30075, 0.71864)  -0.27
C (-2.17715, -1.11024, -0.78344)  0.22
H (-8.04146, -2.55486, 0.45172)  0.29
H (-7.43670, -4.06708, -0.38347)  0.27
H (-5.74082, -1.84868, 0.86963)  0.20
H (-4.31127, -4.07683, 0.81782)  0.31
H (-5.04088, -4.34037, -0.78100)  0.41
H (-3.66667, -2.35837, 1.99666)  0.44
H (-2.21189, -0.70668, 3.03125)  0.39
H (-0.74133, 0.71800, 1.66222)  0.52
H (-0.53102, 0.41996, -2.07735)  0.55
H (2.00963, -2.03822, -1.36249)  0.46
H (2.63024, 0.39600, 1.84075)  0.47
H (4.95706, 0.28525, 2.67029)  0.44
H (3.96614, -1.14863, -1.93631)  0.58
H (8.36659, -1.89046, -1.39089)  0.34
H (7.48779, -2.68549, -0.04983)  0.29
H (8.93508, -0.85844, 0.86524)  0.34
H (8.11050, 0.30730, -0.21394)  0.29
H (-2.15636, 3.67385, -1.34496)  0.49
H (-2.26859, 2.29439, -2.47654)  0.35
H (-4.27320, 1.02331, -2.29466)  0.39
H (-6.14272, 0.15604, -0.90231)  0.43
H (-6.17352, 0.73273, 1.53339)  0.44
H (-2.74979, 2.91837, 1.22917)  0.57
H (-2.18332, -1.24546, -1.85383)  0.53

Atoms 1-6, force components in eV/Å:
-0.10 -0.01 0.02
0.36 0.04 -0.14
-0.17 -0.29 0.24
0.07 0.15 -0.16
0.23 0.14 0.10
-0.25 -0.33 -0.17

Entry 3:
Molecular formula: C28H25BrClHgN8O5Si
Method: DFT, wB97M-V/def2-TZVPD

* net charge: -2
* multiplicity: 2
* lowest unoccupied orbital energy (spin up / spin down): 4.042 / 3.399 eV
* highest occupied orbital energy (spin up / spin down): -0.046 / -0.044 Eh
* ΔE to the lowest compared entry with this formula, charge and spin: 276.61 kJ/mol
* <S²>: 0.79

Each line ends with the Mulliken spin population.
Cartesian coordinates (Å):
Hg (0.23270, -0.22940, 0.43800)  0.01
C (4.18060, 1.14240, -0.06920)  0.00
C (3.92290, -0.33560, -0.05590)  0.00
C (4.95240, -1.24810, -0.22720)  0.00
C (4.63830, -2.60890, -0.24310)  0.00
C (3.34490, -3.00870, -0.04080)  0.00
C (2.34740, -2.03120, 0.19350)  0.00
N (2.66720, -0.71990, 0.13440)  0.00
N (1.06910, -2.28480, 0.46540)  0.00
Si (0.48800, -3.74120, 1.17840)  0.00
C (0.38380, -5.24690, -0.02150)  0.00
C (1.61160, -4.22070, 2.66720)  0.00
C (-1.26830, -3.43000, 1.81760)  0.00
H (5.24780, 1.35250, -0.12340)  0.00
H (3.76920, 1.59200, 0.83140)  -0.01
H (3.67290, 1.59620, -0.91870)  0.00
H (5.97180, -0.90680, -0.34790)  0.00
H (5.41960, -3.34410, -0.41220)  0.00
H (3.06000, -4.04780, -0.06560)  0.00
H (1.35500, -5.59720, -0.36150)  0.00
H (-0.19050, -4.96950, -0.90060)  0.00
H (-0.11910, -6.08810, 0.44900)  0.00
H (2.62230, -4.47170, 2.35480)  0.00
H (1.21790, -5.06000, 3.23600)  0.00
H (1.68610, -3.36840, 3.33910)  0.00
H (-1.85690, -2.92840, 1.05670)  0.00
H (-1.25140, -2.78390, 2.68930)  0.00
H (-1.77260, -4.35270, 2.09310)  0.00
O (-5.66240, 1.51480, -0.26560)  0.00
C (-5.01060, 2.64770, -0.44610)  0.00
O (-5.59450, 3.64910, -0.81380)  0.00
C (-3.56640, 2.66220, -0.13330)  0.02
C (-2.78100, 3.80950, -0.05540)  0.00
Cl (-3.16390, 5.36380, -0.62220)  0.00
N (-1.54920, 3.46120, 0.40490)  0.03
N (-1.49390, 2.13570, 0.58400)  0.00
C (-2.66900, 1.63070, 0.25380)  -0.01
C (-2.83530, 0.14350, 0.13430)  -0.01
O (-3.98640, -0.33030, 0.18760)  0.00
O (-1.81040, -0.53710, -0.11400)  0.00
C (-0.52500, 4.34870, 0.73290)  -0.01
C (-0.84900, 5.56850, 1.27850)  -0.01
C (-0.00690, 6.66880, 1.40260)  0.03
C (1.21890, 6.92440, 0.75590)  -0.01
C (1.92740, 6.17820, -0.13290)  0.05
C (1.62210, 4.78880, -0.57360)  0.01
H (-5.04780, 0.72330, -0.02560)  0.00
H (-1.85840, 5.69570, 1.65390)  0.00
H (-0.38690, 7.47550, 2.01520)  0.00
H (1.63320, 7.90640, 0.97400)  0.00
H (2.83740, 6.60670, -0.53970)  0.00
H (2.59160, 4.28120, -0.72630)  0.03
Br (0.45140, 6.25220, -2.79090)  0.03
C (0.84360, 4.64570, -1.82840)  0.32
C (0.39500, 3.47080, -2.34690)  -0.16
C (0.50410, 2.18020, -1.80090)  0.44
N (0.92730, 1.76540, -0.59700)  -0.06
C (1.14780, 2.52240, 0.44350)  0.20
C (0.91480, 3.97670, 0.58780)  0.14
H (-0.09400, 3.50830, -3.31520)  0.00
H (0.20360, 1.36250, -2.44820)  -0.01
H (1.55810, 2.02110, 1.31320)  -0.02
H (1.40810, 4.31140, 1.51050)  0.02
O (-0.21050, 0.11120, 2.43850)  0.00
N (0.69480, -0.20270, 3.30380)  0.00
C (0.39270, -0.11390, 4.58080)  0.00
C (-0.83320, 0.29710, 5.15880)  0.00
N (-1.80270, 0.63450, 5.67700)  0.00
C (1.35910, -0.44420, 5.54480)  0.00
N (2.08270, -0.69140, 6.40590)  0.00

Atoms 1-6, force components in eV/Å:
1.00 -0.21 -1.77
0.03 -0.11 -0.02
0.29 -0.11 -0.02
0.21 0.03 -0.05
0.04 0.08 0.05
0.12 -0.08 -0.04

Entry 4:
Molecular formula: C28H25Cl2N7O2Pt
Method: DFT, wB97M-V/def2-TZVPD

* multiplicity: 5
* lowest unoccupied orbital energy (spin up / spin down): 0.104 / -0.888 eV
* highest occupied orbital energy (spin up / spin down): -0.229 / -0.258 Eh
* ΔE to the lowest compared entry with this formula, charge and spin: 2284.83 kJ/mol
* <S²>: 6.05

Each line ends with the Mulliken spin population.
Cartesian coordinates (Å):
Pt (-0.60255, -0.62668, -1.50993)  1.30
C (-4.69632, 1.18585, 3.62691)  0.00
C (-3.61192, 0.55640, 2.79268)  0.02
C (-2.27012, 0.65631, 3.14769)  -0.01
C (-1.28998, 0.05607, 2.38651)  0.03
C (-1.58457, -0.67992, 1.22557)  0.05
N (-0.56722, -1.32139, 0.51171)  0.26
C (0.53532, -1.76199, 1.24938)  -0.05
C (0.29671, -2.57933, 2.36753)  0.02
C (1.32012, -3.11279, 3.11979)  0.00
C (2.65222, -2.84647, 2.81101)  0.01
C (3.77246, -3.44374, 3.62082)  0.00
C (2.90588, -2.04302, 1.71672)  0.01
C (1.87673, -1.49490, 0.94904)  -0.01
N (2.24488, -0.64408, -0.11689)  0.04
C (3.28602, 0.21541, -0.10196)  0.02
C (3.47499, 0.67733, -1.37011)  -0.01
C (2.51887, -0.01515, -2.17401)  0.20
N (1.75824, -0.80300, -1.39780)  0.00
C (-2.94267, -0.75469, 0.86166)  -0.01
C (-3.92012, -0.14461, 1.64084)  -0.01
N (-3.37512, -1.47198, -0.28847)  -0.02
C (-4.52990, -2.16234, -0.43347)  -0.01
C (-4.58543, -2.60304, -1.73341)  0.01
C (-3.40777, -2.12589, -2.32676)  -0.02
N (-2.69326, -1.45662, -1.43953)  0.10
H (-4.41342, 1.19716, 4.67901)  0.00
H (-5.63165, 0.63716, 3.51999)  0.00
H (-4.87731, 2.21918, 3.32235)  0.00
H (-1.99158, 1.21559, 4.03328)  0.00
H (-0.25027, 0.16148, 2.66552)  0.00
H (-0.73157, -2.80810, 2.61630)  0.00
H (1.09170, -3.75385, 3.96339)  0.00
H (3.44760, -3.63617, 4.64251)  0.00
H (4.63898, -2.78361, 3.64482)  0.00
H (4.09022, -4.39275, 3.18307)  0.00
H (3.92894, -1.82976, 1.43052)  0.00
H (3.76677, 0.49432, 0.82126)  0.00
H (4.20251, 1.39624, -1.70486)  0.00
H (1.85656, 0.99471, -2.55740)  0.05
H (-4.95530, -0.21199, 1.32710)  0.00
H (-5.20147, -2.31670, 0.39193)  0.00
H (-5.35981, -3.19479, -2.18742)  0.00
H (-3.04214, -2.23487, -3.33327)  0.00
N (-0.31809, -1.53745, -4.13494)  0.06
C (-0.15713, -0.12256, -4.45047)  -0.03
C (-0.09584, 0.61682, -3.15447)  0.88
O (1.13812, 2.22554, -4.08802)  0.02
O (0.20236, 1.64151, -1.51936)  0.14
H (0.55510, -1.93332, -3.80448)  0.01
H (-0.62288, -2.07110, -4.93855)  0.00
H (-1.01545, 0.21598, -5.04056)  0.05
H (0.74814, 0.13133, -5.01992)  0.02
Cl (0.75863, 1.84714, -2.76814)  0.16
C (1.48359, 3.05753, -2.07197)  0.04
C (2.28647, 4.10261, -2.51250)  0.03
C (2.74954, 5.08595, -1.65382)  0.01
C (2.43533, 5.12178, -0.30562)  0.02
C (1.60532, 4.13925, 0.24202)  0.01
Cl (1.16351, 4.14982, 1.90603)  0.00
C (1.15791, 3.16982, -0.60837)  -0.03
N (0.05060, 1.87732, -0.37282)  0.67
H (2.54173, 4.10306, -3.56469)  0.00
H (3.37769, 5.86448, -2.06509)  0.00
H (2.82110, 5.90549, 0.33215)  0.00

Atoms 1-6, force components in eV/Å:
0.32 -2.84 -1.11
0.10 0.05 -0.12
-0.10 -0.08 0.14
0.03 -0.04 -0.04
-0.12 0.12 -0.14
0.09 -0.36 0.45